Record 1
The following is a DFT calculation (ωB97M-V with the def2-TZVPD basis set) of C36H45N3Zr as an isolated structure.

The value obtained for the frontier orbital gap is 5.124 eV. As for the calculated total energy: -1608.67638 hartree. The charge is +4. The spin multiplicity is 1. The calculation puts the HOMO energy at -19.725 eV.

Structure (XYZ):
```
85
Properties=species:S:1:pos:R:3:lowdin_charge:R:1
Zr -0.0253 -0.3243 -0.0300 1.968
C 2.1201 -4.9910 -0.8376 -0.003
C 0.7870 -4.2056 -0.8847 -0.349
C -0.0389 -4.6494 -2.0880 -0.032
C 1.1499 -2.7448 -0.9039 -0.201
C 1.9285 -2.1727 0.1278 -0.055
C 2.5541 -0.9275 -0.0134 -0.041
C 2.4922 -0.2144 -1.2345 -0.257
C 3.4800 0.8528 -1.5360 0.029
C 1.5270 -0.6590 -2.1556 -0.045
C 0.8510 -1.8797 -1.9784 -0.042
H 1.8910 -6.0558 -0.8394 0.113
H 2.7084 -4.7837 0.0573 0.091
H 2.7283 -4.7801 -1.7188 0.110
H 0.2444 -4.4161 0.0434 0.140
H 0.5352 -4.5531 -3.0129 0.110
H -0.9778 -4.1054 -2.1944 0.066
H -0.2893 -5.7038 -1.9824 0.113
H 2.1221 -2.7399 1.0320 0.149
H 3.1989 -0.5641 0.7822 0.160
H 4.4280 0.3412 -1.7466 0.143
H 3.6636 1.5003 -0.6793 0.104
H 3.2097 1.4387 -2.4101 0.095
H 1.3522 -0.0823 -3.0544 0.136
H 0.1567 -2.2049 -2.7460 0.145
C 1.9426 3.3953 0.2921 -0.010
C 1.6722 3.2640 -1.1840 -0.252
C 2.4087 3.9869 -2.1175 -0.001
C 2.1640 3.8541 -3.4768 0.000
C 1.1773 2.9917 -3.9379 0.010
C 0.3944 2.2690 -3.0430 -0.242
C -0.7688 1.4379 -3.5189 -0.012
C 0.6783 2.4198 -1.6833 -0.265
N -0.2240 1.7758 -0.7292 -0.012
C -1.1680 2.5368 -0.2606 -0.182
C -1.4005 3.9469 -0.6281 0.059
C -2.0225 1.9283 0.8192 -0.192
C -3.0699 2.7518 1.4609 0.057
N -1.7130 0.7153 1.1393 0.013
C -2.3571 0.1645 2.3222 -0.265
C -3.6483 -0.3601 2.2855 -0.209
C -4.5124 -0.3368 1.0547 -0.007
C -4.1555 -0.8516 3.4904 0.017
C -3.4164 -0.8045 4.6603 0.004
C -2.1362 -0.2619 4.6679 0.013
C -1.5819 0.2376 3.4961 -0.250
C -0.2136 0.8727 3.4776 -0.001
H 2.9459 3.7810 0.4650 0.108
H 1.8630 2.4386 0.8227 0.062
H 1.2579 4.0960 0.7769 0.095
H 3.1864 4.6589 -1.7738 0.143
H 2.7449 4.4304 -4.1855 0.139
H 0.9891 2.9066 -5.0017 0.141
H -0.6141 1.0862 -4.5384 0.110
H -1.6980 2.0140 -3.5181 0.109
H -0.9527 0.5530 -2.8880 0.048
H -0.8472 4.2551 -1.5089 0.115
H -1.0982 4.5839 0.2137 0.139
H -2.4680 4.1337 -0.7690 0.128
H -2.6774 3.7335 1.7357 0.126
H -3.4987 2.2748 2.3352 0.111
H -3.8698 2.9371 0.7332 0.139
H -3.9477 -0.2045 0.1319 0.065
H -5.2383 0.4774 1.1233 0.109
H -5.0890 -1.2574 0.9691 0.102
H -5.1587 -1.2607 3.5073 0.143
H -3.8422 -1.1828 5.5807 0.138
H -1.5722 -0.2129 5.5917 0.141
H 0.3707 0.5803 4.3485 0.111
H -0.2673 1.9644 3.4669 0.109
H 0.3829 0.5938 2.5801 0.043
N -0.4847 -1.7957 1.6512 0.002
C -1.5160 -2.6358 1.0340 -0.311
C -2.0170 -3.7491 1.6883 0.015
C -3.0230 -4.4931 1.0894 0.017
C -3.5307 -4.1325 -0.1568 0.002
C -3.0286 -3.0261 -0.8218 -0.041
C -2.0140 -2.2912 -0.2163 -0.130
H 0.2618 -2.3809 2.0202 0.127
H -0.9226 -1.3225 2.4608 0.081
H -1.6345 -4.0271 2.6647 0.146
H -3.4222 -5.3591 1.6023 0.143
H -4.3219 -4.7175 -0.6082 0.143
H -3.4199 -2.7397 -1.7896 0.141
H -1.7115 -1.4092 -0.8350 0.071
```



Record 2
The following is a DFT calculation (ωB97M-V with the def2-TZVPD basis set) of C38H54FN7O9P2S2Tc as an isolated structure.

The value obtained for the frontier orbital gap (spin up / spin down) is 6.795 / 5.763 eV. As for the calculated total energy: -4200.40478 hartree. The charge is +2. The spin multiplicity is 4. The calculation puts the HOMO energy (spin up / spin down) at -11.594 / -11.581 eV.

Structure (XYZ):
```
114
Properties=species:S:1:pos:R:3:lowdin_charge:R:1
Tc 0.1064 0.1592 0.2387 1.306
C -3.5285 -2.9179 -4.1460 -0.025
C -2.0361 -2.7099 -3.9481 -0.419
C -1.3245 -4.0148 -3.6250 -0.028
O -1.8936 -1.7912 -2.8324 -0.163
P -0.8240 -0.6404 -2.7979 0.515
O -1.0484 0.1672 -1.5733 -0.358
C 0.8504 -1.2969 -3.0586 -0.166
P 1.9782 -0.0072 -2.4255 0.477
O 1.8090 0.1025 -0.9489 -0.464
O 3.4331 -0.3162 -2.9094 -0.165
C 4.4058 -1.3127 -2.5261 -0.400
C 4.0905 -1.9826 -1.2018 -0.042
C 5.7449 -0.5908 -2.4914 -0.026
O 1.6437 1.3596 -3.0954 -0.177
C 2.3138 1.9200 -4.2646 -0.398
C 1.3034 2.8210 -4.9492 -0.020
C 3.5554 2.6745 -3.8236 -0.040
O -0.9856 0.2078 -4.1264 -0.182
C -2.2689 0.8202 -4.4061 -0.430
C -2.3296 2.2109 -3.7999 -0.019
C -2.4389 0.8315 -5.9181 -0.022
H -3.7067 -3.5906 -4.9790 0.093
H -4.0250 -1.9736 -4.3493 0.076
H -3.9475 -3.3492 -3.2423 0.091
H -1.5960 -2.2451 -4.8396 0.136
H -1.5136 -4.2766 -2.5863 0.065
H -0.2510 -3.9275 -3.7700 0.074
H -1.6951 -4.8055 -4.2710 0.092
H 1.0040 -1.5065 -4.1139 0.100
H 0.9718 -2.2033 -2.4684 0.077
H 4.3956 -2.0561 -3.3328 0.152
H 4.1123 -1.2486 -0.3993 0.071
H 4.8392 -2.7474 -1.0030 0.101
H 3.1090 -2.4533 -1.2321 0.076
H 5.7191 0.1911 -1.7355 0.090
H 5.9450 -0.1370 -3.4582 0.089
H 6.5435 -1.2882 -2.2575 0.093
H 2.5976 1.0912 -4.9194 0.144
H 0.9615 3.5806 -4.2519 0.095
H 0.4532 2.2400 -5.2916 0.059
H 1.7632 3.3121 -5.8008 0.096
H 3.2930 3.4826 -3.1479 0.067
H 4.0532 3.0968 -4.6907 0.098
H 4.2421 2.0078 -3.3124 0.059
H -3.0381 0.1938 -3.9387 0.130
H -1.5827 2.8506 -4.2590 0.076
H -2.1353 2.1595 -2.7318 0.071
H -3.3145 2.6410 -3.9619 0.096
H -1.6680 1.4435 -6.3792 0.083
H -3.4077 1.2467 -6.1785 0.094
H -2.3701 -0.1754 -6.3235 0.079
C -6.3600 -3.3220 2.2711 -0.048
C -5.0215 -3.9832 2.5802 -0.176
N -3.9225 -3.0388 2.4643 -0.022
C -3.0874 -3.1222 1.4110 0.063
C -2.1060 -2.2157 1.1197 -0.001
C -1.0924 -2.6228 0.0560 -0.584
O -1.2757 -3.6853 -0.5142 0.051
O -0.0588 -1.8959 -0.1023 -0.159
C -2.0392 -1.0124 1.8852 -0.240
O -1.3973 0.0303 1.5728 -0.154
C -2.7535 -1.0564 3.1501 -0.036
C -2.4587 -0.1142 4.1388 0.102
C -2.9979 -0.2250 5.3940 -0.172
F -2.5950 0.6536 6.3386 0.074
C -3.9086 -1.2465 5.7073 -0.141
C -4.2624 -2.1296 4.6951 0.064
C -3.6770 -2.0869 3.4285 -0.114
N -4.4692 -1.4556 6.9781 -0.093
C -4.1805 -2.7330 7.6018 -0.131
C -5.2584 -3.0491 8.6309 -0.089
N -5.2740 -1.9660 9.6466 0.060
C -5.5229 -0.6480 8.9997 -0.083
C -4.4463 -0.3825 7.9514 -0.142
H -7.1579 -4.0512 2.3688 0.086
H -6.3652 -2.9439 1.2540 0.086
H -6.5600 -2.4953 2.9466 0.074
H -4.8393 -4.7937 1.8741 0.131
H -5.0317 -4.4180 3.5813 0.117
H -3.1889 -3.9777 0.7544 0.154
H -1.7479 0.6667 3.9202 0.120
H -4.9988 -2.8773 4.9312 0.114
H -3.1921 -2.7191 8.0910 0.146
H -4.1605 -3.5221 6.8527 0.132
H -5.0586 -4.0082 9.1104 0.145
H -6.2394 -3.0783 8.1543 0.147
H -4.3572 -1.9382 10.1135 0.193
H -5.9895 -2.1507 10.3587 0.196
H -5.5106 0.1382 9.7558 0.146
H -6.5056 -0.6803 8.5261 0.148
H -3.4651 -0.2807 8.4411 0.139
H -4.6771 0.5615 7.4568 0.148
S 0.0493 2.5028 0.1942 0.654
C 1.5465 3.3679 -0.1203 -1.044
S 3.0022 2.5550 -0.3227 0.844
C 1.4601 4.7587 -0.1343 -0.360
C 2.5577 5.5577 -0.4925 -0.236
N 3.4396 6.2165 -0.8209 0.201
C 0.2875 5.4237 0.2596 -0.249
N -0.6443 5.9772 0.6414 0.198
N 0.5208 1.6974 3.1956 0.131
C 1.5234 0.8329 2.9191 -0.357
C 2.6337 0.7690 3.7789 -0.004
C 3.6180 -0.1614 3.5693 -0.036
C 3.4478 -1.0823 2.5346 -0.053
C 2.3384 -0.9749 1.7346 -0.135
N 1.4111 -0.0070 1.8632 -0.041
H 0.7114 2.4365 3.8545 0.120
H -0.1280 1.9211 2.4516 -0.002
H 2.7033 1.4813 4.5840 0.118
H 4.4933 -0.1764 4.1973 0.119
H 4.1675 -1.8630 2.3565 0.111
H 2.1567 -1.6861 0.9445 0.092
```



Record 3
The following is a DFT calculation (ωB97M-V with the def2-TZVPD basis set) of C24H30BCrF4N6OS as an isolated structure.

The value obtained for the frontier orbital gap (spin up / spin down) is 8.623 / 8.342 eV. As for the calculated total energy: -3203.14293 hartree. The charge is +2. The spin multiplicity is 4. The calculation puts the HOMO energy (spin up / spin down) at -14.427 / -14.426 eV.

Structure (XYZ):
```
68
Properties=species:S:1:pos:R:3:lowdin_charge:R:1
Cr -0.0861 0.2319 0.1262 0.966
C -2.3073 -1.4614 1.0893 -0.069
N -0.8372 -1.6887 0.9533 -0.186
C -0.5544 -3.0109 0.3338 -0.097
C -0.8169 -3.1546 -1.1463 -0.269
C -0.7294 -4.4060 -1.7441 -0.007
C -0.8977 -4.4940 -3.1154 -0.031
C -1.1646 -3.3379 -3.8346 -0.027
C -1.2590 -2.1419 -3.1452 -0.092
N -1.0869 -2.0578 -1.8262 0.107
C -0.2123 -1.7125 2.2966 -0.116
C -0.3795 -0.3725 2.9457 -0.240
C -0.4091 -0.2045 4.3165 0.027
C -0.6462 1.0592 4.8358 0.006
C -0.8814 2.1068 3.9552 -0.004
C -0.8154 1.8657 2.6001 -0.062
N -0.5433 0.6523 2.0911 0.022
C -2.8542 -0.4701 0.0942 -0.228
C -4.1878 -0.4904 -0.2649 0.021
C -4.6495 0.3933 -1.2290 0.006
C -3.7382 1.2407 -1.8425 0.002
C -2.4230 1.2138 -1.4273 -0.082
N -1.9948 0.4129 -0.4417 0.006
H -2.8490 -2.4034 0.9865 0.149
H -2.5241 -1.0888 2.0911 0.143
H 0.5017 -3.2337 0.5061 0.126
H -1.1291 -3.7785 0.8619 0.144
H -0.5323 -5.2903 -1.1499 0.124
H -0.8176 -5.4497 -3.6155 0.122
H -1.2895 -3.3589 -4.9079 0.118
H -1.4633 -1.2122 -3.6649 0.122
H -0.6438 -2.4990 2.9229 0.155
H 0.8515 -1.9143 2.1773 0.119
H -0.2590 -1.0552 4.9676 0.136
H -0.6706 1.2133 5.9061 0.132
H -1.1127 3.0973 4.3194 0.127
H -0.9876 2.6594 1.8877 0.115
H -4.8541 -1.2089 0.1941 0.135
H -5.6915 0.3969 -1.5184 0.131
H -4.0369 1.9037 -2.6414 0.130
H -1.6713 1.8085 -1.9290 0.098
C 3.8367 -2.0983 0.8208 -0.210
S 2.7675 -1.2121 -0.3323 0.980
C 3.9977 -0.0383 -0.9145 -0.193
O 1.8542 -0.4126 0.6209 -0.601
H 4.2150 -1.4032 1.5680 0.073
H 4.6554 -2.5325 0.2473 0.076
H 3.2725 -2.8959 1.3009 0.057
H 4.7027 -0.5754 -1.5490 0.086
H 4.5127 0.4054 -0.0633 0.076
H 3.4844 0.7132 -1.5122 0.040
F 0.7647 0.1046 -1.7150 -0.138
B 1.2276 1.0717 -2.9169 -1.151
F 1.7601 0.2247 -3.8200 0.218
F 2.1461 1.9233 -2.3303 0.146
F 0.0626 1.6990 -3.2749 0.175
C 3.0688 4.6398 0.3869 0.029
N 1.8391 3.8929 0.1606 -0.081
C 0.6605 4.3953 -0.3237 0.004
C -0.1959 3.3446 -0.4221 -0.096
N 0.4524 2.2041 -0.0046 -0.047
C 1.6757 2.5811 0.3457 -0.125
H 2.8620 5.7028 0.3120 0.104
H 3.8123 4.3762 -0.3635 0.107
H 3.4628 4.4243 1.3775 0.103
H 0.5311 5.4339 -0.5739 0.143
H -1.2164 3.3485 -0.7571 0.111
H 2.4411 1.9229 0.7186 0.140
```



Record 4
The following is a DFT calculation (ωB97M-V with the def2-TZVPD basis set) of a 2-piece molecular cluster, C9H23N4 overall.

The value obtained for the frontier orbital gap is 4.887 eV. As for the calculated total energy: -575.40016 hartree. The charge is +1. The spin multiplicity is 1. The calculation puts the HOMO energy at -10.949 eV.

Structure (XYZ):
```
36
Properties=species:S:1:pos:R:3:lowdin_charge:R:1
C 2.5315 -0.7937 0.4369 -0.166
C -3.9377 -1.0518 -0.2571 -0.042
C -2.6899 -0.5007 1.8491 -0.047
C -2.8687 1.2039 0.0323 -0.044
C 4.4432 -2.0666 -0.0057 -0.086
C 1.1339 2.4787 0.0437 0.024
C 3.4630 1.8201 -0.3453 0.007
C -1.2951 -0.9480 -1.6225 -0.132
C -2.7360 -0.2945 0.3354 -0.652
N 3.7146 -0.8601 -0.0481 0.036
N 1.7495 0.3042 0.4079 0.192
N 2.1363 1.4531 0.0510 -0.152
N -1.4841 -0.7890 -0.2097 -0.099
H 2.0148 -1.6467 0.8870 0.140
H -4.8526 -0.7079 0.2186 0.084
H -4.0200 -0.8821 -1.3279 0.078
H -3.8363 -2.1198 -0.0761 0.086
H -3.5462 -0.0267 2.3173 0.088
H -1.7856 -0.0608 2.2641 0.076
H -2.7087 -1.5585 2.0992 0.083
H -2.1464 1.7705 0.6143 0.062
H -2.7127 1.4120 -1.0226 0.071
H -3.8640 1.5448 0.2991 0.087
H 3.8986 -2.9059 0.4406 0.093
H 5.3634 -1.8797 0.5553 0.109
H 4.7564 -2.3100 -1.0234 0.107
H 1.3881 3.2634 0.7592 0.122
H 1.0670 2.9325 -0.9470 0.123
H 0.1764 2.0360 0.3103 0.088
H 3.5640 2.9026 -0.3474 0.110
H 4.1952 1.3641 0.3248 0.108
H 3.6794 1.4262 -1.3420 0.125
H -1.7958 -0.1468 -2.1610 0.075
H -0.2253 -0.9053 -1.8401 0.061
H -1.6756 -1.9070 -1.9984 0.083
H -1.0946 -1.5505 0.3279 0.103
```



Record 5
The following is a DFT calculation (ωB97M-V with the def2-TZVPD basis set) of a 2-piece molecular cluster, C5H9F2NO overall.

The value obtained for the frontier orbital gap (spin up / spin down) is 7.877 / 8.670 eV. As for the calculated total energy: -525.45105 hartree. The charge is 0. The spin multiplicity is 1. The calculation puts the HOMO energy (spin up / spin down) at -7.697 / -8.488 eV.

Structure (XYZ):
```
18
Properties=species:S:1:pos:R:3:lowdin_charge:R:1
C -3.0572 -0.3241 -0.3750 -0.302
C 2.3623 0.5334 -0.4807 -0.083
C -1.8066 1.4031 0.6547 -0.066
C 1.7582 -0.5170 0.4079 -0.199
C 0.4893 -1.1495 -0.0363 -0.318
N -2.1852 -0.9203 -0.9764 0.131
O -3.0304 0.6620 0.4290 -0.094
F -0.1566 -1.8386 0.9248 0.063
F 0.5871 -1.9585 -1.1465 0.037
H 1.8018 1.5006 -0.3796 0.100
H 3.3018 0.6503 -0.0394 0.055
H 2.5644 0.2281 -1.4297 0.046
H -1.4569 1.3828 1.7831 0.124
H -2.1381 2.4612 0.2657 0.123
H -0.9001 1.1177 0.1225 0.041
H 1.5075 -0.1482 1.3468 0.092
H 2.5796 -1.2884 0.4977 0.146
H -2.2209 -1.7947 -1.5685 0.106
```